(1)
Here is a molecular structure, C26H48IN6O5P2W from the Open Molecules 2025 dataset. Energies are from ωB97M-V/def2-TZVPD.

**HOMO level (alpha / beta)**: -17.1 / -17.2 eV
**LUMO (alpha / beta)**: -9.8 / -9.5 eV
**E**: -2771.09648 Ha
**Energy relative to the best compared isomer or geometry (same formula, charge and spin)**: 0.607 eV
**Charge**: +3
**Frontier orbital gap (alpha / beta)**: 7.3 / 7.7 eV
**Maximum force**: 0.7 eV/Å
**Spin multiplicity**: 3

Geometry (Å):
W -1.372 -0.704 0.255
I 0.063 -4.080 1.941
P 1.983 -1.062 0.032
P 0.915 1.360 -1.241
O 2.069 0.340 -0.762
O -3.137 0.982 -2.256
O -2.947 -0.764 -0.873
O 0.601 -1.151 0.681
O -0.433 0.847 -0.761
N 0.960 1.333 -2.870
N 1.374 2.771 -0.576
N 3.133 -1.093 1.148
N 2.235 -2.138 -1.177
N -2.444 -2.528 1.162
N -0.868 -2.093 -1.452
C 1.659 1.350 2.893
C -1.318 0.586 2.463
C -2.779 -4.629 2.292
C 4.523 -0.916 0.690
C -2.571 2.481 0.868
C 2.858 -3.429 -0.813
C 2.261 1.680 -3.477
C 0.574 3.929 -1.016
C 2.774 3.114 -0.275
C -4.153 -4.515 2.222
C 0.816 3.721 3.095
C 2.479 -1.777 -2.585
C -1.098 -1.660 -2.872
C -1.962 -3.638 1.756
C 3.014 -1.678 2.489
C -4.690 1.164 0.708
C -4.671 -3.391 1.594
C -2.927 -0.182 -2.111
C -0.179 1.753 -3.704
C -3.274 1.297 1.163
C 0.457 2.244 3.171
C -0.729 1.851 2.318
C -2.541 -1.211 -3.137
C -2.640 0.364 1.992
C -3.804 -2.455 1.092
C -1.368 2.767 1.473
H 2.483 1.612 3.557
H -4.751 1.196 -0.379
H 3.087 1.330 -2.859
H -0.026 4.365 3.346
H -0.161 1.180 -4.631
H 3.499 -2.656 2.514
H -0.100 2.812 -3.955
H -3.047 3.209 0.222
H 5.035 -0.243 1.377
H 2.739 -3.630 0.249
H -0.928 3.744 1.335
H -1.468 -2.900 -1.271
H -0.459 3.635 -1.209
H 4.552 -0.473 -0.305
H -4.202 -1.586 0.596
H -5.262 2.015 1.085
H 2.786 3.856 0.522
H 1.178 3.998 2.102
H -3.208 -0.460 2.405
H -5.170 0.264 1.084
H 3.921 -3.420 -1.058
H -2.323 -5.490 2.760
H 3.272 3.538 -1.149
H 1.412 0.304 3.061
H 0.091 -2.450 -1.390
H -5.735 -3.232 1.488
H 1.970 -1.788 2.765
H 3.509 -1.026 3.206
H -0.896 -0.126 3.166
H -0.850 -2.491 -3.534
H 2.376 -4.231 -1.369
H 2.000 1.470 1.865
H -2.611 -0.803 -4.143
H 2.352 2.757 -3.627
H 0.134 2.036 4.198
H 3.531 -1.538 -2.751
H 5.050 -1.871 0.673
H 0.993 4.383 -1.917
H -1.121 1.585 -3.191
H 1.613 3.938 3.804
H 1.863 -0.934 -2.886
H 3.322 2.240 0.063
H -0.402 -0.847 -3.072
H -3.220 -2.061 -3.053
H 0.573 4.678 -0.225
H 2.329 1.189 -4.447
H -4.793 -5.281 2.639
H 2.222 -2.637 -3.204

Just the Löwdin charges please, in e? Sure, here they are: atom 1 (W): 1.7724, atom 2 (I): 1.1279, atom 3 (P): 0.5287, atom 4 (P): 0.5586, atom 5 (O): -0.2458, atom 6 (O): 0.1465, atom 7 (O): -0.2678, atom 8 (O): -0.4900, atom 9 (O): -0.3587, atom 10 (N): -0.2973, atom 11 (N): -0.2683, atom 12 (N): -0.2792, atom 13 (N): -0.2936, atom 14 (N): -0.1040, atom 15 (N): -0.0369, atom 16 (C): -0.0432, atom 17 (C): -0.1040, atom 18 (C): -0.1206, atom 19 (C): -0.0411, atom 20 (C): 0.0266, atom 21 (C): -0.0671, atom 22 (C): -0.0606, atom 23 (C): -0.0622, atom 24 (C): -0.0572, atom 25 (C): 0.0134, atom 26 (C): -0.0416, atom 27 (C): -0.0541, atom 28 (C): -0.1597, atom 29 (C): -0.7261, atom 30 (C): -0.0834, atom 31 (C): 0.0002, atom 32 (C): 0.0025, atom 33 (C): -0.5346, atom 34 (C): -0.0522, atom 35 (C): -0.2604, atom 36 (C): -0.3417, atom 37 (C): -0.1491, atom 38 (C): -0.0462, atom 39 (C): -0.1724, atom 40 (C): -0.1285, atom 41 (C): 0.0045, atom 42 (H): 0.1065, atom 43 (H): 0.0892, atom 44 (H): 0.0826, atom 45 (H): 0.0998, atom 46 (H): 0.1060, atom 47 (H): 0.1000, atom 48 (H): 0.1029, atom 49 (H): 0.1488, atom 50 (H): 0.1084, atom 51 (H): 0.0463, atom 52 (H): 0.1097, atom 53 (H): 0.1163, atom 54 (H): 0.0863, atom 55 (H): 0.0869, atom 56 (H): 0.0857, atom 57 (H): 0.1187, atom 58 (H): 0.0932, atom 59 (H): 0.0595, atom 60 (H): 0.1216, atom 61 (H): 0.0872, atom 62 (H): 0.1037, atom 63 (H): 0.0995, atom 64 (H): 0.1000, atom 65 (H): 0.0527, atom 66 (H): 0.0695, atom 67 (H): 0.1348, atom 68 (H): 0.0259, atom 69 (H): 0.1027, atom 70 (H): 0.1380, atom 71 (H): 0.1406, atom 72 (H): 0.1023, atom 73 (H): 0.0577, atom 74 (H): 0.1450, atom 75 (H): 0.1002, atom 76 (H): 0.1621, atom 77 (H): 0.1069, atom 78 (H): 0.1011, atom 79 (H): 0.1019, atom 80 (H): 0.0604, atom 81 (H): 0.1018, atom 82 (H): 0.0489, atom 83 (H): 0.0746, atom 84 (H): 0.0865, atom 85 (H): 0.1430, atom 86 (H): 0.0960, atom 87 (H): 0.1079, atom 88 (H): 0.1404, atom 89 (H): 0.1065


(2)
Here is a molecular structure, C49H43IrN3O4P2Si in a non-equilibrium geometry from the Open Molecules 2025 dataset. Energies are from ωB97M-V/def2-TZVPD.

**HOMO level**: -11.1 eV
**LUMO**: -3.4 eV
**E**: -3434.68461 Ha
**Energy relative to the best compared isomer or geometry (same formula, charge and spin)**: 0.901 eV
**Charge**: +1
**Frontier orbital gap**: 7.7 eV
**Maximum force**: 1.0 eV/Å

Geometry (Å):
Ir 0.041 -0.363 -0.166
P -1.719 -1.783 0.298
P -0.865 1.687 -0.208
Si 0.061 -0.024 2.127
O 2.928 -0.345 -8.126
O -1.449 -0.581 -2.614
O 0.752 -0.750 -2.315
O 3.644 -0.023 -6.123
N 2.058 0.389 -0.195
N 2.658 1.556 -0.454
N 2.768 -0.279 -6.926
C -1.124 -0.912 -5.412
C -0.482 2.957 -4.071
C 4.871 2.611 -0.803
C -0.087 4.632 2.536
C -0.637 -3.226 0.316
C 0.621 -4.956 1.410
C 0.491 2.512 3.518
C -3.949 -1.847 3.734
C -2.024 -0.444 4.110
C -3.927 -1.283 -1.279
C -5.398 -2.986 -2.126
C -4.597 -3.967 -1.555
C 1.406 -0.519 -6.399
C -0.264 -3.890 1.484
C -3.464 -3.610 -0.838
C -3.136 -2.267 -0.693
C -3.187 3.120 -0.832
C 1.009 4.322 -2.787
C 3.995 1.439 -0.520
C 3.040 -0.513 -0.089
C 0.118 1.840 2.353
C -5.371 2.680 0.081
C 0.403 3.895 3.605
C 1.221 -0.547 -5.034
C -1.548 -0.711 2.830
C 2.769 -1.958 0.133
C 0.746 -4.709 -0.985
C 0.482 3.953 -4.014
C -0.337 2.640 -1.678
C -3.519 1.244 0.616
C 0.600 3.671 -1.629
C -3.496 -2.117 2.446
C -0.913 -0.897 -6.785
C -2.668 1.994 -0.185
C -5.062 -1.646 -1.987
C -0.461 3.988 1.366
C 1.430 -0.813 3.109
C -2.308 -1.545 2.002
C -0.895 2.312 -2.915
C 0.363 -0.696 -7.289
C -4.861 1.575 0.743
C -0.328 2.602 1.268
C 1.124 -5.363 0.180
C -0.058 -0.743 -4.536
C -0.298 -0.703 -3.053
C 4.281 0.115 -0.282
C -3.218 -1.002 4.561
C -4.527 3.455 -0.702
C -0.129 -3.635 -0.921
H -1.651 1.540 -2.976
H 5.903 2.285 -0.904
H 2.056 -0.410 -4.362
H 2.111 2.376 -0.646
H 0.561 -0.673 -8.351
H -1.468 0.219 4.765
H -4.077 -2.753 1.788
H 3.554 -2.412 0.737
H -2.555 3.749 -1.442
H 2.410 -0.407 2.837
H -3.644 -0.245 -1.211
H -1.742 -1.037 -7.465
H 5.254 -0.346 -0.254
H 1.256 -0.609 4.170
H -4.876 -2.282 4.084
H 4.577 3.102 -1.732
H -4.909 4.328 -1.215
H -5.501 0.963 1.366
H -6.417 2.941 0.177
H -0.870 4.564 0.545
H 4.822 3.342 0.004
H 0.810 4.449 -4.919
H -0.920 2.675 -5.021
H 1.809 -6.200 0.130
H -2.116 -1.051 -4.999
H 2.718 -2.478 -0.823
H -4.849 -5.013 -1.668
H -5.675 -0.879 -2.443
H 1.829 -2.116 0.662
H 1.453 -1.897 2.989
H -0.182 5.707 2.615
H -0.428 -3.117 -1.826
H -2.848 -4.383 -0.393
H 0.990 4.027 -0.682
H -0.665 -3.576 2.441
H -6.279 -3.268 -2.687
H 1.736 5.122 -2.722
H 1.134 -5.031 -1.943
H 0.702 4.402 4.514
H -3.579 -0.773 5.556
H -3.146 0.393 1.159
H 0.852 1.950 4.374
H 0.910 -5.477 2.314

Löwdin population analysis, charges in e, atoms 1 to 99: atom 1 (Ir): 0.8667, atom 2 (P): 0.9454, atom 3 (P): 0.9668, atom 4 (Si): 0.4793, atom 5 (O): 0.0865, atom 6 (O): -0.0588, atom 7 (O): -0.1328, atom 8 (O): 0.0766, atom 9 (N): -0.0903, atom 10 (N): 0.0862, atom 11 (N): -0.3506, atom 12 (C): -0.0013, atom 13 (C): -0.0407, atom 14 (C): -0.0020, atom 15 (C): -0.0560, atom 16 (C): -0.3822, atom 17 (C): -0.0589, atom 18 (C): -0.0721, atom 19 (C): -0.0554, atom 20 (C): -0.0670, atom 21 (C): -0.0869, atom 22 (C): -0.0636, atom 23 (C): -0.0638, atom 24 (C): -0.1290, atom 25 (C): -0.0769, atom 26 (C): -0.0795, atom 27 (C): -0.3439, atom 28 (C): -0.0721, atom 29 (C): -0.0589, atom 30 (C): -0.2689, atom 31 (C): -0.3221, atom 32 (C): -0.2689, atom 33 (C): -0.0586, atom 34 (C): -0.0581, atom 35 (C): 0.0602, atom 36 (C): -0.2906, atom 37 (C): -0.0204, atom 38 (C): -0.0595, atom 39 (C): -0.0513, atom 40 (C): -0.3292, atom 41 (C): -0.1029, atom 42 (C): -0.1217, atom 43 (C): -0.0614, atom 44 (C): -0.0441, atom 45 (C): -0.3034, atom 46 (C): -0.0529, atom 47 (C): -0.0827, atom 48 (C): -0.1755, atom 49 (C): -0.3981, atom 50 (C): -0.0887, atom 51 (C): 0.0078, atom 52 (C): -0.0531, atom 53 (C): -0.3526, atom 54 (C): -0.0586, atom 55 (C): -0.1211, atom 56 (C): -0.6407, atom 57 (C): 0.0436, atom 58 (C): -0.0551, atom 59 (C): -0.0566, atom 60 (C): -0.1007, atom 61 (H): 0.1029, atom 62 (H): 0.0878, atom 63 (H): 0.1267, atom 64 (H): 0.1122, atom 65 (H): 0.1225, atom 66 (H): 0.1073, atom 67 (H): 0.1093, atom 68 (H): 0.1021, atom 69 (H): 0.1042, atom 70 (H): 0.0403, atom 71 (H): 0.0795, atom 72 (H): 0.1115, atom 73 (H): 0.1239, atom 74 (H): 0.0397, atom 75 (H): 0.1107, atom 76 (H): 0.0860, atom 77 (H): 0.1120, atom 78 (H): 0.1152, atom 79 (H): 0.1118, atom 80 (H): 0.1094, atom 81 (H): 0.0883, atom 82 (H): 0.1140, atom 83 (H): 0.1170, atom 84 (H): 0.1124, atom 85 (H): 0.1212, atom 86 (H): 0.0920, atom 87 (H): 0.1097, atom 88 (H): 0.1111, atom 89 (H): 0.0307, atom 90 (H): 0.0253, atom 91 (H): 0.1127, atom 92 (H): 0.1066, atom 93 (H): 0.1117, atom 94 (H): 0.0953, atom 95 (H): 0.1114, atom 96 (H): 0.1093, atom 97 (H): 0.1125, atom 98 (H): 0.1170, atom 99 (H): 0.1121